[1]
Density functional theory data (ωB97M-V/def2-TZVPD) for a molecular structure, C36H70BBaF4N2O16.

orbital gap: 7.92 eV
2S+1: 1
net charge: +1
F_max: 2.94 eV/A
highest occupied orbital energy: -0.402 Eh
energy above the lowest of the compared OMol25 structures with the same formula, charge and spin: 0.0 kcal/mol
calculated total energy: -3176.60460 hartree
LUMO energy: -3.03 eV

```
130
Properties=species:S:1:pos:R:3:mulliken_charge:R:1
Ba -29.488 -3.834 -14.942 0.75
B -26.847 -2.668 -16.276 0.69
F -28.035 -2.936 -16.933 -0.48
F -26.460 -1.364 -16.554 -0.40
F -27.032 -2.790 -14.860 -0.59
F -25.847 -3.541 -16.759 -0.27
C -24.497 -1.953 -11.808 -0.98
C -24.269 -2.040 -13.192 0.27
C -23.216 -2.787 -13.674 -0.43
C -22.319 -3.388 -12.779 -0.62
C -22.546 -3.314 -11.422 -0.64
C -23.648 -2.617 -10.949 -0.90
N -21.161 -4.111 -13.340 1.09
O -21.054 -4.156 -14.545 -0.60
O -20.407 -4.608 -12.529 -0.63
H -25.392 -1.473 -11.437 0.81
H -24.907 -1.483 -13.866 0.92
H -23.032 -2.943 -14.728 0.66
H -21.833 -3.754 -10.738 0.52
H -23.909 -2.621 -9.898 0.44
C -25.587 -2.099 -20.937 -0.62
C -25.588 -0.900 -21.631 -0.39
C -26.643 -0.008 -21.500 -0.54
C -27.611 -0.264 -20.542 -0.21
C -27.664 -1.492 -19.894 0.31
C -26.631 -2.403 -20.076 -0.17
N -28.695 0.696 -20.396 1.00
O -29.573 0.431 -19.587 -0.67
O -28.690 1.709 -21.052 -0.62
H -24.704 -2.704 -21.097 0.38
H -24.718 -0.685 -22.236 0.44
H -26.630 0.927 -22.041 0.44
H -28.461 -1.686 -19.193 0.18
H -26.687 -3.323 -19.510 0.30
C -29.081 -1.001 -12.587 -0.85
O -29.434 -1.151 -13.946 0.46
C -30.572 -0.408 -14.340 -0.56
C -30.710 -0.491 -15.866 -0.86
O -30.733 -1.816 -16.393 0.46
C -31.158 -1.858 -17.752 -0.82
H -29.907 -1.197 -11.897 0.36
H -28.721 0.013 -12.369 0.38
H -28.202 -1.598 -12.342 0.01
H -30.468 0.644 -14.064 0.35
H -31.492 -0.795 -13.882 0.32
H -29.934 0.082 -16.388 0.39
H -31.642 0.009 -16.160 0.48
H -30.911 -2.837 -18.156 0.02
H -30.678 -1.044 -18.293 0.35
H -32.244 -1.777 -17.843 0.35
C -21.744 -0.536 -20.365 -0.67
O -22.338 -1.808 -20.267 -0.38
C -22.447 -2.288 -18.920 -1.01
C -23.362 -1.482 -18.046 1.20
O -22.761 -0.285 -17.575 -0.48
C -23.246 0.173 -16.332 -0.17
H -20.759 -0.540 -19.879 0.32
H -22.369 0.226 -19.891 0.23
H -21.590 -0.259 -21.408 0.27
H -21.417 -2.369 -18.560 0.47
H -22.822 -3.310 -18.978 0.12
H -23.587 -2.088 -17.154 -0.36
H -24.314 -1.202 -18.508 0.00
H -22.759 1.121 -16.135 0.37
H -23.027 -0.554 -15.539 -0.01
H -24.339 0.237 -16.389 0.11
C -23.880 -6.156 -16.785 -0.33
O -23.683 -7.540 -16.829 -0.41
C -22.431 -7.912 -16.327 -0.29
C -22.324 -9.403 -16.049 -0.64
O -22.366 -10.152 -17.243 -0.30
C -21.993 -11.489 -17.044 -0.78
H -24.026 -5.844 -15.741 0.04
H -24.735 -5.780 -17.344 0.20
H -23.018 -5.573 -17.135 0.36
H -22.232 -7.391 -15.379 0.25
H -21.599 -7.669 -16.998 0.31
H -23.072 -9.766 -15.337 0.35
H -21.314 -9.514 -15.635 0.36
H -22.775 -11.952 -16.419 0.32
H -21.040 -11.724 -16.564 0.30
H -22.057 -12.047 -17.977 0.27
C -26.723 1.159 -14.404 0.01
O -26.260 1.570 -13.131 -0.38
C -24.860 1.773 -13.066 0.26
C -24.544 2.594 -11.847 -0.82
O -24.887 1.929 -10.635 -0.25
C -24.767 2.816 -9.551 -0.83
H -26.116 0.482 -15.007 -0.03
H -26.872 2.036 -15.047 0.51
H -27.703 0.736 -14.198 -0.49
H -24.438 2.293 -13.931 0.35
H -24.350 0.807 -12.965 -0.14
H -25.062 3.558 -11.872 0.41
H -23.453 2.725 -11.847 0.37
H -23.967 3.556 -9.639 0.34
H -24.556 2.278 -8.625 0.24
H -25.710 3.340 -9.366 0.29
C -28.403 -7.527 -15.046 -0.82
O -27.762 -6.273 -15.233 0.21
C -26.562 -6.173 -14.497 0.58
C -26.830 -5.820 -13.045 -0.88
O -27.808 -4.785 -12.947 0.31
C -27.971 -4.427 -11.587 -0.88
H -27.782 -8.398 -15.275 0.28
H -29.246 -7.518 -15.739 0.12
H -28.728 -7.666 -14.008 0.30
H -26.013 -5.331 -14.927 -0.98
H -25.945 -7.073 -14.568 0.58
H -25.901 -5.403 -12.635 0.38
H -27.093 -6.681 -12.422 0.51
H -28.068 -5.300 -10.940 0.35
H -28.871 -3.833 -11.399 0.29
H -27.161 -3.766 -11.266 0.15
C -29.127 -5.418 -18.286 -0.89
O -30.017 -5.305 -17.166 0.21
C -31.300 -5.813 -17.523 -0.77
C -32.347 -5.493 -16.473 -0.75
O -32.308 -4.117 -16.152 0.21
C -33.401 -3.648 -15.374 -0.92
H -29.451 -4.724 -19.063 0.41
H -29.153 -6.455 -18.634 0.55
H -28.084 -5.234 -18.040 -0.17
H -31.249 -6.897 -17.646 0.44
H -31.648 -5.327 -18.439 0.37
H -32.318 -6.177 -15.611 0.38
H -33.328 -5.749 -16.893 0.46
H -34.325 -3.668 -15.954 0.28
H -33.205 -2.614 -15.093 0.20
H -33.471 -4.240 -14.457 0.36
```

---

[2]
Density functional theory data (ωB97M-V/def2-TZVPD) for 2 unconnected molecules or ions with the total composition C3H7NO.

orbital gap: 10.78 eV
2S+1: 1
net charge: 0
F_max: 5.66 eV/A
SMILES string: CC=O.C=N
highest occupied orbital energy: -0.367 Eh
energy above the lowest of the compared OMol25 structures with the same formula, charge and spin: 74.7 kcal/mol
calculated total energy: -248.40739 hartree
LUMO energy: 0.80 eV

```
12
Properties=species:S:1:pos:R:3:mulliken_charge:R:1
C -1.589 -4.035 3.158 -0.81
C -0.497 -3.288 2.482 0.21
O -0.626 -2.471 1.505 -0.50
H -2.432 -3.597 2.791 0.29
H -1.623 -3.977 4.236 0.30
H -1.510 -5.069 2.833 0.25
H 0.467 -3.128 3.112 0.26
C 1.300 4.496 -4.039 -0.21
N 1.616 5.432 -3.154 -0.48
H 1.106 3.442 -3.809 0.25
H 1.150 4.790 -5.104 0.19
H 1.248 6.247 -3.626 0.26
```

---

> Which formula does entry 1 have?

C36H70BBaF4N2O16

---

> Look up the 2S+1 of the first one.

1